w | Here is a molecular structure, C4H6OS2 from OMol25. Energies are from the ωB97M-V functional and the def2-TZVPD basis.

Calculated values
Highest occupied orbital energy: -9.2 eV
HOMO-LUMO gap: 9.39 eV

ORCA input file:
```
! RIJCOSX wB97M-V def2-TZVPD def2/J DEFGRID3
* xyz 0 1
C 2.258 0.545 0.253
C -0.266 -0.704 -0.215
C -0.797 -0.327 1.082
C -0.999 0.421 -0.972
H 3.455 0.396 0.893
H -0.884 -1.597 -0.563
H -0.696 -1.265 1.651
H -0.201 0.465 1.561
H -0.402 1.418 -0.791
H -0.974 0.371 -2.142
O 1.596 1.588 0.085
S 1.593 -0.928 -0.237
S -2.483 0.171 0.100
*
```


x | Here is a molecular structure, C4H6OS2 from OMol25. Energies are from the ωB97M-V functional and the def2-TZVPD basis.

Calculated values
Highest occupied orbital energy: -8.6 eV
HOMO-LUMO gap: 8.14 eV

ORCA input file:
```
! RIJCOSX wB97M-V def2-TZVPD def2/J DEFGRID3
* xyz 0 1
C -2.031 1.390 0.047
C -1.204 0.205 -0.196
C 1.155 -0.849 0.219
C 2.588 -0.742 -0.144
H -2.597 1.429 -1.157
H -1.381 2.360 -0.068
H -2.797 1.280 1.135
H 0.607 -2.056 -0.117
H 1.124 -1.123 1.500
H 3.111 -1.714 -0.274
O 2.974 0.444 -0.385
S -1.892 -1.315 -0.319
S 0.344 0.691 -0.242
*
```


Relative calculated energies, zero for the most stable structure, unit hartree: w 0.0000; x 0.0548.


w | Here is a single C16H27N3O3S molecule from OMol25. Energies are from the ωB97M-V functional and the def2-TZVPD basis.

Calculated values
Highest occupied orbital energy: -8.2 eV
SMILES: CCOC(=O)c1sc(C)c(C(=O)NCC(C)(C)CN(C)C)c1N
HOMO-LUMO gap: 8.84 eV

ORCA input file:
```
! RIJCOSX wB97M-V def2-TZVPD def2/J DEFGRID3
* xyz 0 1
C -7.202 -1.217 -0.608
C -5.883 -1.805 -0.145
H -5.953 -2.181 0.883
H -5.564 -2.634 -0.788
O -4.894 -0.780 -0.192
C -3.628 -1.162 0.021
O -3.304 -2.317 0.250
C -2.701 -0.063 -0.032
C -1.335 -0.144 0.193
N -0.689 -1.335 0.385
H -1.332 -2.109 0.522
H 0.108 -1.317 1.003
C -0.708 1.138 0.147
C -1.601 2.155 -0.080
S -3.214 1.576 -0.299
C -1.306 3.604 -0.197
H -1.301 3.907 -1.245
H -0.333 3.812 0.238
H -2.068 4.188 0.316
C 0.754 1.365 0.321
O 1.219 2.321 0.916
N 1.518 0.416 -0.263
H 1.075 -0.316 -0.795
C 2.960 0.450 -0.231
C 3.584 -0.687 0.600
C 3.211 -2.043 0.000
H 3.681 -2.845 0.564
H 3.552 -2.096 -1.030
H 2.136 -2.204 0.023
C 3.108 -0.596 2.050
H 3.560 -1.382 2.652
H 2.027 -0.699 2.111
H 3.374 0.367 2.480
C 5.118 -0.511 0.569
N 5.648 -0.562 -0.789
C 6.517 -1.696 -1.021
H 7.456 -1.640 -0.447
H 6.000 -2.614 -0.753
H 6.767 -1.739 -2.081
C 6.287 0.671 -1.199
H 5.601 1.503 -1.059
H 6.537 0.605 -2.257
H 7.213 0.879 -0.638
H 5.367 0.446 1.039
H 5.567 -1.299 1.184
H 3.231 1.414 0.207
H 3.350 0.391 -1.251
H -7.110 -0.848 -1.625
H -7.486 -0.389 0.036
H -7.975 -1.979 -0.572
*
```


x | Here is a single C16H27N3O3S molecule from OMol25. Energies are from the ωB97M-V functional and the def2-TZVPD basis.

Calculated values
Highest occupied orbital energy: -8.8 eV
SMILES: CCCC[C@H](CC)COCCCNC=C1C(=O)NC(=S)NC1=O
HOMO-LUMO gap: 8.66 eV

ORCA input file:
```
! RIJCOSX wB97M-V def2-TZVPD def2/J DEFGRID3
* xyz 0 1
C -7.375 -1.448 1.073
C -5.884 -1.165 1.216
C -5.062 -1.929 0.179
C -3.563 -1.644 0.289
H -3.009 -2.400 -0.268
H -3.272 -1.746 1.337
C -3.159 -0.251 -0.226
C -2.276 0.446 0.811
O -1.952 1.749 0.372
C -1.122 2.445 1.268
C -0.634 3.731 0.605
H -1.486 4.384 0.418
H 0.057 4.236 1.280
C 0.049 3.441 -0.740
N 1.177 2.564 -0.586
C 1.097 1.257 -0.674
C 2.127 0.384 -0.360
C 3.390 0.881 0.132
O 3.657 2.063 0.314
N 4.341 -0.084 0.414
C 4.183 -1.429 0.270
S 5.391 -2.480 0.629
N 2.971 -1.848 -0.179
C 1.888 -1.039 -0.512
O 0.849 -1.544 -0.883
H 2.842 -2.848 -0.281
H 5.240 0.239 0.755
H 0.166 0.828 -1.026
H 2.057 2.928 -0.210
H -0.680 2.963 -1.398
H 0.387 4.377 -1.190
H -1.671 2.686 2.192
H -0.263 1.814 1.550
H -2.803 0.503 1.776
H -1.351 -0.135 0.961
C -2.424 -0.319 -1.570
C -3.291 -0.855 -2.702
H -2.737 -0.834 -3.638
H -4.185 -0.246 -2.821
H -3.594 -1.881 -2.513
H -2.105 0.694 -1.827
H -1.535 -0.944 -1.462
H -4.052 0.367 -0.361
H -5.414 -1.671 -0.821
H -5.230 -2.999 0.323
H -5.709 -0.093 1.109
H -5.555 -1.454 2.217
H -7.943 -0.904 1.825
H -7.574 -2.510 1.194
H -7.728 -1.144 0.090
*
```


Relative calculated energies, zero for the most stable structure, unit hartree: w 0.0235; x 0.0000.


w | Here is 2 unconnected molecules or ions with the total composition CH3NO2P from OMol25. Energies are from the ωB97M-V functional and the def2-TZVPD basis.

Calculated values
Highest occupied orbital energy: -4.5 eV
HOMO-LUMO gap: 8.96 eV

ORCA input file:
```
! RIJCOSX wB97M-V def2-TZVPD def2/J DEFGRID3
* xyz -1 1
C -0.756 1.392 1.482
N 0.201 1.308 0.649
O 0.153 -2.973 -1.978
O 0.620 -0.775 -1.159
P -0.076 -2.039 -0.798
H -1.402 0.500 1.259
H 0.302 0.578 -0.038
H 0.958 2.009 0.583
*
```


x | Here is a gas-phase ion, CH3NO2P (charge -1) from OMol25. Energies are from the ωB97M-V functional and the def2-TZVPD basis.

Calculated values
Highest occupied orbital energy: -2.4 eV
SMILES: NP([O-])C=O
HOMO-LUMO gap: 6.86 eV

ORCA input file:
```
! RIJCOSX wB97M-V def2-TZVPD def2/J DEFGRID3
* xyz -1 1
C -0.686 1.262 0.126
N 0.537 -1.097 -0.835
O -0.094 2.317 -0.175
O -0.457 -1.194 1.615
P 0.376 -0.298 0.746
H -1.710 1.243 0.604
H 1.033 -1.962 -0.800
H 1.002 -0.271 -1.281
*
```


Relative calculated energies, zero for the most stable structure, unit hartree: w 0.0000; x 0.0129.


w | Here is 2 unconnected molecules or ions with the total composition C4H7N2O2 from OMol25. Energies are from the ωB97M-V functional and the def2-TZVPD basis.

Calculated values
Highest occupied orbital energy: -13.4 eV
HOMO-LUMO gap: 9.62 eV

ORCA input file:
```
! RIJCOSX wB97M-V def2-TZVPD def2/J DEFGRID3
* xyz 1 1
C -1.291 2.108 0.532
C 1.027 -0.049 -0.895
C 2.076 -0.523 -0.317
C -1.536 0.992 0.022
N -1.822 -0.227 0.051
N 3.010 -1.182 0.228
O -3.198 -0.596 -0.081
O -1.071 -1.232 -0.056
H -0.772 2.927 0.075
H -1.296 2.080 1.627
H 0.758 0.780 -1.623
H -3.202 -1.572 -0.007
H 3.269 -0.904 1.290
H 3.770 -1.705 -0.213
H 0.277 -0.897 -0.634
*
```


x | Here is 2 unconnected molecules or ions with the total composition C4H7N2O2 from OMol25. Energies are from the ωB97M-V functional and the def2-TZVPD basis.

Calculated values
Highest occupied orbital energy (spin up / spin down): -13.2 / -11.6 eV
HOMO-LUMO gap (spin up / spin down): 9.21 / 5.67 eV

ORCA input file:
```
! RIJCOSX wB97M-V def2-TZVPD def2/J DEFGRID3
* xyz 1 1
C 0.998 -2.138 -3.129
C -1.072 0.596 0.733
C -0.397 -2.358 -3.216
C -0.008 0.002 0.106
N -1.202 1.125 1.972
N 1.267 0.155 0.340
O 1.560 -1.272 -2.441
O -1.487 -2.475 -3.493
H 1.614 -2.853 -3.655
H -2.117 0.596 0.190
H -0.314 -0.433 -0.855
H -1.883 1.759 1.980
H 2.051 -0.028 -0.279
H 1.666 0.612 1.208
H -0.491 0.990 2.751
*
```


y | Here is a gas-phase ion, C4H7N2O2 (charge +1) from OMol25. Energies are from the ωB97M-V functional and the def2-TZVPD basis.

Calculated values
Highest occupied orbital energy: -13.4 eV
SMILES: [NH3+][C@@H]1C[C@H]1N1OC1=O
HOMO-LUMO gap: 9.19 eV

ORCA input file:
```
! RIJCOSX wB97M-V def2-TZVPD def2/J DEFGRID3
* xyz 1 1
C 4.077 -0.093 0.050
C 0.797 1.155 -0.104
C 1.344 -0.218 -0.467
C 0.213 -0.104 0.534
N 2.698 -0.594 0.027
N -1.099 -0.669 0.223
O 5.020 -0.288 -0.544
O 3.402 0.510 0.945
H 1.363 1.881 0.524
H 0.408 1.647 -1.062
H 1.333 -0.721 -1.376
H 0.413 -0.230 1.609
H -1.072 -1.342 -0.540
H -1.852 0.043 -0.038
H -1.486 -1.346 0.966
*
```


Relative calculated energies, zero for the most stable structure, unit hartree: w 0.1684; x 0.0000; y 0.0642.